# C26H23NOS10Sc

A molecular structure, C26H23NOS10Sc (the ωB97M-V functional and the def2-TZVPD basis, OMol25).

Largest force on an atom (hartree/bohr): 0.001
Frontier orbital gap (eV): 5.576
Energy above the lowest of the compared OMol25 structures with the same formula, charge and spin (kJ/mol): 0.0
Net charge: -1
Energy (Eh): -5877.45590

Each line ends with the Mulliken charge.
CARTESIAN COORDINATES (ANGSTROEM)
Sc -0.29 -0.68 0.61  0.02
S 0.47 -0.70 -1.83  -0.26
C -0.04 0.82 -2.53  0.59
C 0.68 1.38 -3.60  -0.70
C 0.29 2.55 -4.21  -0.57
C -0.85 3.23 -3.77  -0.66
C -1.58 2.70 -2.72  -0.51
C -1.17 1.53 -2.10  0.23
S -2.11 0.91 -0.72  -0.25
C -1.89 2.28 0.43  -1.07
C -0.44 2.61 0.65  0.62
C -0.09 3.92 0.91  -0.92
C 1.24 4.23 1.15  -0.94
C 2.17 3.21 1.07  -0.85
C 1.75 1.92 0.79  0.32
C 2.78 0.84 0.59  -1.19
S 2.27 -0.71 1.38  -0.17
C 2.95 -1.90 0.25  0.42
C 4.24 -1.79 -0.25  -0.48
C 4.76 -2.79 -1.06  -0.73
C 4.00 -3.91 -1.34  -0.57
C 2.72 -4.03 -0.82  -0.69
C 2.16 -3.03 -0.02  0.61
S 0.52 -3.14 0.58  -0.58
N 0.46 1.62 0.60  1.68
H 1.56 0.85 -3.95  0.45
H 0.87 2.95 -5.03  0.35
H -1.16 4.15 -4.25  0.38
H -2.47 3.20 -2.37  0.37
H -2.34 1.93 1.36  0.38
H -2.43 3.16 0.09  0.50
H -0.86 4.69 0.97  0.51
H 1.54 5.24 1.40  0.39
H 3.22 3.40 1.27  0.43
H 3.73 1.17 0.99  0.41
H 2.86 0.63 -0.48  0.54
H 4.84 -0.92 0.00  0.37
H 5.76 -2.69 -1.46  0.38
H 4.40 -4.69 -1.97  0.34
H 2.11 -4.90 -1.05  0.44
S -1.63 5.58 4.68  -0.31
C -0.97 4.08 4.37  0.06
S -1.87 2.73 3.83  -0.08
C -0.55 1.58 3.62  -0.31
C 0.68 2.02 3.98  0.27
S 2.20 1.22 3.97  -0.33
S 0.69 3.69 4.54  -0.17
S -1.04 0.01 2.99  -0.42
O -2.12 -1.79 0.80  -0.14
S -3.04 -2.24 1.93  0.34
C -3.80 -3.71 1.20  -0.81
C -2.68 -4.74 1.14  -0.37
C -2.05 -4.72 2.53  -0.79
C -2.00 -3.26 3.02  -0.23
H -4.21 -3.41 0.24  0.47
H -4.61 -4.00 1.87  0.40
H -1.95 -4.44 0.39  0.07
H -3.07 -5.73 0.88  0.43
H -1.04 -5.13 2.51  0.32
H -2.65 -5.32 3.22  0.33
H -1.01 -2.81 2.95  0.05
H -2.36 -3.12 4.04  0.63

# C6H9N2O

A gas-phase ion, C6H9N2O (charge +1) at a distorted geometry (the ωB97M-V functional and the def2-TZVPD basis, OMol25).

SMILES string: Cn1cccc/c1=[NH+]/O
Largest force on an atom (hartree/bohr): 0.079
Frontier orbital gap (eV): 9.228
Energy above the lowest of the compared OMol25 structures with the same formula, charge and spin (kJ/mol): 210.9
Net charge: +1
Energy (Eh): -418.43309

Each line ends with the Mulliken charge.
CARTESIAN COORDINATES (ANGSTROEM)
C -2.09 -1.09 0.13  -0.36
C -0.82 -1.57 -0.01  -0.64
C -2.28 0.31 0.25  -0.61
C -1.24 1.17 0.00  0.23
C 0.27 -0.66 -0.17  0.85
C 1.11 1.53 -0.20  -0.92
N -0.01 0.63 -0.15  0.09
N 1.54 -1.15 -0.40  -0.20
O 2.56 -0.59 0.72  -0.47
H -2.81 -1.88 0.34  0.39
H -0.44 -2.61 0.05  0.29
H -3.33 0.80 0.35  0.29
H -1.58 2.21 -0.02  0.34
H 1.88 1.28 0.53  0.43
H 1.56 1.60 -1.25  0.29
H 0.64 2.55 0.06  0.28
H 1.59 -2.16 -0.42  0.34
H 3.43 -0.39 0.19  0.38

# C6H10O

A single C6H10O molecule (the ωB97M-V functional and the def2-TZVPD basis, OMol25).

SMILES string: C[C@H]1OC[C@H]2C[C@H]21
Largest force on an atom (hartree/bohr): 0.006
Frontier orbital gap (eV): 10.798
Energy above the lowest of the compared OMol25 structures with the same formula, charge and spin (kJ/mol): 61.0
Net charge: 0
Energy (Eh): -309.81913

Each line ends with the Mulliken charge.
CARTESIAN COORDINATES (ANGSTROEM)
C -2.16 -0.49 0.17  -1.35
C -0.84 -0.07 -0.45  0.32
O -0.54 1.25 -0.01  -0.44
C 0.81 1.51 -0.33  -0.56
C 1.52 0.17 -0.24  -0.10
C 1.28 -0.61 1.02  -0.74
C 0.43 -0.87 -0.20  -0.22
H -2.92 0.28 -0.03  0.34
H -2.07 -0.61 1.25  0.32
H -2.52 -1.42 -0.27  0.36
H -0.95 -0.08 -1.56  0.24
H 0.91 1.92 -1.35  0.30
H 1.18 2.25 0.39  0.30
H 2.44 0.02 -0.80  0.38
H 0.86 -0.11 1.89  0.21
H 2.05 -1.35 1.25  0.28
H 0.51 -1.81 -0.73  0.36

# C6H9O6Rb

A molecular structure, C6H9O6Rb at a distorted geometry (the ωB97M-V functional and the def2-TZVPD basis, OMol25).

Largest force on an atom (hartree/bohr): 0.023
Frontier orbital gap (eV): 6.265
Energy above the lowest of the compared OMol25 structures with the same formula, charge and spin (kJ/mol): 0.0
Net charge: -2
Energy (Eh): -709.68477

Each line ends with the Mulliken charge.
CARTESIAN COORDINATES (ANGSTROEM)
Rb -0.21 -0.61 0.40  0.92
C 2.35 3.16 -0.37  -0.74
C 1.60 2.47 -1.55  0.45
O 0.70 1.64 -1.26  -0.61
O 1.95 2.84 -2.69  -0.74
H 2.96 3.93 -0.83  0.27
H 2.98 2.52 0.25  0.18
H 1.61 3.60 0.31  0.20
C 1.53 -4.31 -1.27  -0.66
C 1.44 -3.09 -2.23  0.46
O 2.00 -3.25 -3.34  -0.74
O 0.83 -2.08 -1.80  -0.60
H 2.59 -4.48 -1.06  0.20
H 1.07 -5.22 -1.67  0.22
H 1.00 -4.09 -0.34  0.14
C -3.97 1.26 2.82  -0.97
C -2.79 0.66 2.05  0.82
O -3.03 -0.01 1.02  -0.78
O -1.64 0.84 2.53  -0.78
H -3.81 1.49 3.87  0.27
H -4.81 0.55 2.82  0.26
H -4.33 2.18 2.34  0.23

# C20H28NO2SZr

A molecular structure, C20H28NO2SZr at a distorted geometry (the ωB97M-V functional and the def2-TZVPD basis, OMol25).

Largest force on an atom (hartree/bohr): 0.054
Frontier orbital gap (eV): 7.343
Energy above the lowest of the compared OMol25 structures with the same formula, charge and spin (kJ/mol): 114.8
Net charge: +1
Energy (Eh): -1429.09469

Each line ends with the Mulliken charge.
CARTESIAN COORDINATES (ANGSTROEM)
O 0.56 0.54 -0.39  0.04
C 1.80 0.75 -1.21  -0.37
C 1.18 1.95 -1.90  -0.92
H 2.06 -0.12 -1.85  0.09
H 2.60 0.99 -0.49  0.39
C -0.12 1.72 -1.04  1.91
H 1.26 1.84 -2.97  0.37
H 1.69 2.88 -1.59  0.37
C -1.44 1.20 -1.52  -0.78
H -1.40 0.28 -2.05  -0.23
H -2.07 1.95 -2.00  0.54
H -1.99 0.90 -0.64  -0.40
C -0.47 2.86 -0.11  -2.14
H 0.37 3.31 0.42  0.45
H -1.18 2.49 0.66  0.32
H -0.96 3.68 -0.66  0.55
Zr -0.06 -0.12 1.78  0.37
C 0.38 1.35 3.77  -0.84
C 1.42 0.37 3.67  -0.44
C 2.17 0.63 2.49  -1.04
H 1.67 -0.33 4.48  0.71
C 1.58 1.75 1.82  -0.45
C 0.43 2.17 2.61  -0.51
H -0.21 3.04 2.39  0.64
H -0.25 1.54 4.64  0.63
H 3.07 0.14 2.16  0.48
H 2.02 2.34 1.03  0.97
C -1.67 -0.45 3.54  -0.52
C -2.09 0.68 2.77  -0.42
C -2.44 0.23 1.46  -0.39
H -2.26 1.70 3.10  0.55
C -2.19 -1.18 1.40  -0.78
C -1.75 -1.59 2.69  -0.75
H -1.63 -2.61 3.02  0.73
H -1.45 -0.46 4.60  0.55
H -2.99 0.85 0.76  1.02
H -2.41 -1.85 0.57  0.59
O -0.01 -1.53 -2.22  -0.27
C -0.67 -1.11 -3.49  -0.42
C 0.10 -1.70 -4.66  -0.69
H -0.62 -0.03 -3.54  0.47
H -1.73 -1.45 -3.62  0.31
C 0.98 -2.78 -4.03  -0.56
H 0.77 -0.94 -5.10  0.21
H -0.58 -2.05 -5.44  0.38
C 0.65 -2.79 -2.53  -0.63
H 2.01 -2.42 -4.15  0.21
H 0.87 -3.75 -4.53  0.34
H 1.57 -2.85 -1.93  0.34
H 0.02 -3.67 -2.30  0.31
S 1.05 -2.46 1.92  -0.22
C 1.16 -2.83 3.54  0.46
N 1.20 -3.08 4.69  -0.55

# C4H8N2O

A single C4H8N2O molecule at a distorted geometry (the ωB97M-V functional and the def2-TZVPD basis, OMol25).

SMILES string: C/C=C(\N)[C@H]1NO1
Largest force on an atom (hartree/bohr): 0.034
Frontier orbital gap (eV): 9.218
Energy above the lowest of the compared OMol25 structures with the same formula, charge and spin (kJ/mol): 381.9
Net charge: 0
Energy (Eh): -341.85820

Each line ends with the Mulliken charge.
CARTESIAN COORDINATES (ANGSTROEM)
C 1.40 0.70 -0.55  0.00
C -1.90 -0.63 0.97  -1.24
N 1.57 1.90 0.16  -0.47
C 0.19 -0.13 -0.34  0.04
N 0.01 -1.11 -1.32  -0.54
C -0.65 0.12 0.67  -0.04
O 2.37 0.77 0.52  -0.32
H 2.15 2.58 -0.32  0.29
H 1.83 0.62 -1.55  0.42
H -0.71 -1.78 -1.09  0.22
H 0.87 -1.56 -1.62  0.24
H -0.41 0.95 1.31  0.44
H -2.75 -0.18 0.43  0.25
H -1.83 -1.68 0.68  0.36
H -2.13 -0.58 2.04  0.34

# C7H9BrF3IrNO8S

A molecular structure, C7H9BrF3IrNO8S at a distorted geometry (the ωB97M-V functional and the def2-TZVPD basis, OMol25).

Largest force on an atom (hartree/bohr): 0.047
Frontier orbital gap (alpha / beta) (eV): 9.888 / 6.417
Energy above the lowest of the compared OMol25 structures with the same formula, charge and spin (kJ/mol): 13.6
Spin multiplicity: 6
Net charge: 0
Energy (Eh): -4304.81049

Each line ends with the Mulliken charge.
CARTESIAN COORDINATES (ANGSTROEM)
Ir 0.79 1.27 -1.30  2.52
O 0.48 -1.05 -0.69  -0.69
C -0.37 -1.54 0.33  -0.15
C 0.37 -1.43 1.68  -1.18
N 0.53 -0.08 2.15  0.33
C 1.85 0.39 2.35  -0.56
C 2.77 0.18 1.03  0.57
O 3.61 -0.67 1.12  -0.58
O 2.49 0.97 0.10  -0.82
C -0.55 0.70 2.53  -0.87
C -1.04 1.95 1.52  0.42
O -1.85 2.65 2.06  -0.58
O -0.49 1.98 0.42  -0.93
H 0.23 -1.49 -1.55  0.35
H -0.58 -2.60 0.15  0.49
H -1.31 -0.98 0.36  0.22
H 1.36 -1.88 1.55  0.41
H -0.20 -2.02 2.42  0.45
H 2.36 -0.19 3.12  0.34
H 1.86 1.45 2.60  0.43
H -0.35 1.26 3.44  0.53
H -1.46 0.10 2.63  0.40
Br 1.68 3.36 -2.04  -0.26
F -3.23 -0.92 -2.86  -0.22
C -2.29 0.01 -2.94  0.65
F -2.77 1.06 -3.57  -0.21
F -1.98 0.38 -1.68  -0.15
S -0.71 -0.65 -3.68  1.15
O -0.52 -1.87 -2.92  -0.75
O -0.89 -0.75 -5.08  -0.60
O 0.23 0.41 -3.25  -0.69

Q: Which of these has the lowest net charge?
A: C6H9O6Rb